## a
C3H5O3 | the ωB97M-V functional and the def2-TZVPD basis

XYZ file:
```
11
C3H5O3 the ωB97M-V functional and the def2-TZVPD basis
C -0.524 1.644 -1.358
C 0.303 0.588 -1.179
O 0.910 0.401 0.009
H -0.452 2.219 -2.276
H -1.159 1.989 -0.541
H 0.822 0.156 -2.031
H 1.033 -0.584 0.246
O 0.519 -2.030 0.837
C -0.211 -1.623 1.801
O -0.413 -2.042 2.939
H -0.828 -0.718 1.553
```

Its spin multiplicity is 1. The molar mass is 89.07 g/mol. The total charge is -1. The value obtained for the LUMO energy is 0.149 hartree. For the orbital gap, the calculation gives 0.311 hartree.



## b
C3H5O3 | the ωB97M-V functional and the def2-TZVPD basis

XYZ file:
```
11
C3H5O3 the ωB97M-V functional and the def2-TZVPD basis
O 1.318 1.274 -1.502
C 0.558 0.452 -1.050
C -0.929 0.465 -1.120
H 0.990 -0.490 -0.684
H -1.326 0.228 -0.130
H -1.324 -0.323 -1.764
H -1.403 1.416 -1.376
O 0.351 0.441 1.604
C 0.549 -0.762 1.928
O 1.434 -1.512 1.478
H -0.217 -1.189 2.617
```

Its spin multiplicity is 1. The molar mass is 89.07 g/mol. The total charge is -1. The value obtained for the LUMO energy is 0.154 hartree. For the orbital gap, the calculation gives 0.314 hartree.



Quick look at relative energies in eV: a 0.693; b 0.000.



## a
C24H72O12S12 | the ωB97M-V functional and the def2-TZVPD basis

XYZ file:
```
120
C24H72O12S12 the ωB97M-V functional and the def2-TZVPD basis
C -1.869 0.266 4.065
S -2.978 1.541 3.355
O -2.281 2.131 2.156
C -4.111 0.329 2.654
H -2.177 0.052 5.089
H -0.869 0.711 4.113
H -1.658 -0.643 3.500
H -4.406 -0.400 3.413
H -3.642 -0.216 1.839
H -5.029 0.836 2.360
C -0.343 3.907 3.807
S -0.811 5.489 3.040
O -0.053 6.537 3.835
C 0.177 5.303 1.509
H -1.115 3.681 4.540
H 0.691 3.936 4.136
H -0.455 3.138 3.041
H -0.212 6.029 0.796
H 0.058 4.298 1.107
H 1.211 5.543 1.739
C 0.484 -3.347 -1.664
S 0.834 -4.836 -0.663
O -0.365 -5.713 -0.934
C 2.133 -5.449 -1.795
H 0.196 -3.591 -2.688
H 1.419 -2.779 -1.761
H -0.235 -2.678 -1.192
H 1.759 -5.532 -2.816
H 2.406 -6.449 -1.466
H 2.956 -4.734 -1.816
C 0.616 -1.661 -6.797
S -0.582 -2.216 -5.521
O 0.048 -3.474 -4.983
C -0.184 -0.882 -4.333
H 0.637 -2.352 -7.634
H 1.597 -1.550 -6.340
H 0.274 -0.686 -7.156
H -0.976 -0.701 -3.608
H 0.027 0.020 -4.914
H 0.723 -1.061 -3.753
C 1.244 -1.444 6.545
S 0.836 -1.915 4.860
O 1.286 -0.808 3.943
C 1.909 -3.349 4.768
H 2.172 -0.857 6.500
H 1.425 -2.269 7.228
H 0.569 -0.716 6.996
H 1.799 -3.921 5.689
H 2.984 -3.166 4.676
H 1.650 -3.962 3.905
C -0.666 1.681 -0.278
S -1.292 0.010 0.039
O -1.161 -0.730 -1.273
C 0.045 -0.690 1.035
H -1.549 2.326 -0.267
H -0.179 1.692 -1.247
H -0.147 2.013 0.619
H 0.422 0.001 1.791
H 0.855 -0.875 0.326
H -0.317 -1.600 1.506
C -3.261 -3.586 -0.178
S -2.777 -3.240 1.541
O -4.001 -3.142 2.398
C -2.087 -4.872 1.839
H -2.362 -3.835 -0.741
H -3.792 -2.684 -0.480
H -3.916 -4.454 -0.266
H -1.552 -4.920 2.790
H -1.426 -5.207 1.039
H -2.876 -5.621 1.930
C -1.627 5.456 -4.755
S -2.232 4.692 -3.203
O -3.713 4.532 -3.380
C -1.488 3.065 -3.612
H -0.555 5.389 -4.938
H -1.843 6.522 -4.674
H -2.198 5.010 -5.567
H -1.646 2.253 -2.912
H -0.429 3.318 -3.703
H -1.827 2.814 -4.617
C 3.615 3.648 -1.747
S 3.296 2.116 -2.674
O 1.990 1.571 -2.190
C 3.068 2.834 -4.324
H 4.395 4.266 -2.191
H 3.874 3.333 -0.744
H 2.703 4.244 -1.807
H 2.169 3.440 -4.431
H 3.029 2.001 -5.026
H 3.959 3.410 -4.574
C 5.720 -3.435 1.853
S 4.352 -3.922 0.766
O 3.715 -5.101 1.447
C 3.201 -2.524 1.049
H 6.349 -4.314 1.943
H 5.366 -3.071 2.818
H 6.241 -2.593 1.392
H 3.541 -1.573 0.636
H 3.002 -2.395 2.115
H 2.252 -2.793 0.593
C -4.833 1.606 -1.543
S -5.018 0.185 -2.659
O -4.755 -1.033 -1.794
C -6.839 0.230 -2.913
H -3.790 1.669 -1.246
H -5.446 1.494 -0.648
H -5.179 2.496 -2.072
H -7.212 -0.641 -3.441
H -7.006 1.145 -3.485
H -7.313 0.315 -1.936
C 2.913 1.956 3.578
S 2.355 2.402 1.918
O 3.026 3.708 1.596
C 3.394 1.165 1.049
H 2.277 1.206 4.064
H 2.910 2.813 4.256
H 3.917 1.535 3.680
H 4.434 1.447 1.175
H 2.998 1.307 0.039
H 3.155 0.146 1.349
```

Its spin multiplicity is 1. The molar mass is 937.63 g/mol. The value obtained for the LUMO energy is -0.002 hartree. For the orbital gap, the calculation gives 0.307 hartree.



## b
C24H72O12S12 | the ωB97M-V functional and the def2-TZVPD basis

XYZ file:
```
120
C24H72O12S12 the ωB97M-V functional and the def2-TZVPD basis
C 14.608 30.777 0.644
S 14.616 30.491 -1.177
O 14.400 31.848 -1.973
C 16.438 29.987 -1.227
H 14.988 29.826 1.017
H 13.581 31.076 0.853
H 15.321 31.567 0.878
H 16.780 29.180 -0.580
H 17.078 30.841 -1.003
H 16.832 29.636 -2.181
C 8.424 35.310 4.859
S 8.111 35.194 6.693
O 8.139 36.642 7.170
C 9.568 34.191 7.111
H 8.359 34.270 4.540
H 9.406 35.741 4.659
H 7.679 35.878 4.303
H 9.780 33.632 6.200
H 9.355 33.414 7.846
H 10.361 34.901 7.348
C 7.254 36.385 -2.963
S 8.601 35.509 -3.849
O 9.450 34.842 -2.778
C 7.584 34.157 -4.545
H 7.605 37.374 -2.668
H 6.833 35.824 -2.129
H 6.455 36.611 -3.668
H 6.579 34.463 -4.838
H 7.384 33.370 -3.818
H 8.137 33.702 -5.365
C 13.609 28.721 6.353
S 12.450 28.213 4.970
O 11.061 28.415 5.589
C 12.724 29.646 3.824
H 14.658 28.745 6.055
H 13.569 27.994 7.163
H 13.360 29.722 6.706
H 12.936 30.547 4.399
H 11.745 29.860 3.394
H 13.453 29.535 3.021
C 11.478 33.904 0.597
S 11.308 34.785 2.201
O 9.803 34.719 2.367
C 11.980 33.295 3.147
H 11.328 32.829 0.688
H 12.486 33.978 0.188
H 10.865 34.245 -0.238
H 12.838 32.865 2.631
H 11.208 32.528 3.084
H 12.329 33.581 4.140
C 12.201 36.052 -5.847
S 12.849 34.477 -5.156
O 14.244 34.072 -5.659
C 12.990 34.947 -3.359
H 12.324 36.131 -6.927
H 12.653 36.896 -5.325
H 11.132 36.157 -5.661
H 13.258 34.224 -2.589
H 12.002 35.318 -3.084
H 13.682 35.787 -3.299
C 6.492 35.353 1.795
S 5.192 36.545 2.466
O 5.660 37.216 3.735
C 5.561 37.827 1.182
H 6.443 34.530 2.508
H 7.414 35.911 1.959
H 6.304 35.165 0.738
H 6.475 38.288 1.558
H 4.785 38.592 1.158
H 5.768 37.360 0.219
C 17.833 31.883 4.247
S 16.130 31.134 4.426
O 15.153 31.974 3.648
C 16.546 29.628 3.419
H 17.866 32.902 4.634
H 18.064 31.910 3.182
H 18.662 31.378 4.743
H 17.117 29.093 4.178
H 17.224 29.733 2.572
H 15.672 29.083 3.062
C 15.903 37.538 -0.790
S 14.658 36.664 0.247
O 13.426 36.878 -0.584
C 15.395 34.983 -0.024
H 15.658 38.587 -0.957
H 16.074 37.158 -1.797
H 16.825 37.542 -0.209
H 16.409 34.818 0.342
H 15.610 34.729 -1.062
H 14.834 34.113 0.318
C 11.583 37.530 4.681
S 12.308 36.331 5.922
O 13.288 35.493 5.111
C 13.221 37.449 7.055
H 10.843 38.187 5.136
H 11.140 37.025 3.822
H 12.337 38.270 4.412
H 13.450 38.394 6.562
H 14.181 36.982 7.275
H 12.593 37.813 7.868
C 7.894 31.793 2.352
S 8.512 30.832 3.839
O 8.644 31.780 4.977
C 7.062 29.747 4.131
H 7.848 31.150 1.473
H 8.610 32.559 2.053
H 6.978 32.314 2.631
H 7.158 28.831 3.546
H 6.168 30.241 3.751
H 6.904 29.525 5.186
C 15.719 33.496 7.567
S 14.565 32.465 8.506
O 15.075 31.049 8.267
C 13.085 32.608 7.332
H 15.730 33.120 6.545
H 16.732 33.400 7.958
H 15.355 34.521 7.491
H 13.429 32.354 6.329
H 12.641 33.596 7.451
H 12.356 31.973 7.837
```

Its spin multiplicity is 1. The molar mass is 937.63 g/mol. The value obtained for the LUMO energy is -0.002 hartree. For the orbital gap, the calculation gives 0.281 hartree.



Quick look at relative energies in eV: a 0.000; b 3.440.